This record from the OMol25 dataset describes 4 unconnected molecules or ions with the total composition C38H66F3N4O7. The level of theory is ωB97M-V with the def2-TZVPD basis set.

Geometry as XYZ:
```
118
Properties=species:S:1:pos:R:3:mulliken_spin:R:1
C -0.24767 1.36294 3.90771 0.000
C 0.72818 2.09748 2.76575 0.000
N 0.55807 3.58511 2.97980 0.000
C 0.41538 4.35665 1.68705 0.000
C -1.22839 4.53946 1.44049 0.000
C -1.94533 4.92196 2.89865 0.000
C -3.21666 4.42465 3.49306 0.000
C -4.27277 3.34042 2.86190 0.000
F -3.65376 2.08277 2.38024 0.000
F -5.32743 2.98209 3.87673 0.000
F -4.96998 4.01006 1.71180 0.000
C -3.34353 5.26132 4.92947 0.000
O -4.44886 5.62062 5.59735 0.000
O -1.90922 5.50011 5.26533 0.000
C -1.33971 6.01304 4.00897 0.000
O -0.51466 7.03043 3.74645 0.000
C 1.59658 4.17226 3.90893 0.000
C 3.10603 4.66980 3.50743 0.002
O 1.23426 4.30169 5.21503 0.000
H -1.25295 1.99757 3.93217 0.000
H 0.27556 1.56847 4.94788 0.000
H -0.42034 0.22385 3.69605 0.000
H 0.37680 1.76750 1.67594 0.000
H 1.83856 1.73771 2.86561 0.000
H 0.90180 5.42931 1.69712 0.000
H 0.78646 3.70811 0.77112 0.000
H -1.67367 3.55829 0.97781 0.000
H -1.39361 5.47068 0.74663 0.000
H 3.50963 5.30891 4.43141 0.000
H 3.80846 3.71896 3.43344 -0.001
H 3.17442 5.32355 2.53934 0.000
C -6.71397 -2.18275 -2.51069 0.011
C -5.17659 -2.01022 -2.35903 0.040
C -4.68008 -2.72168 -1.06903 0.022
C -5.02920 -1.97892 0.21690 -0.020
C -4.57626 -0.52317 0.14740 0.017
C -5.09095 0.21580 -1.11474 0.024
N -4.83460 -0.54763 -2.38064 0.283
O -3.46382 -0.42944 -2.67624 0.639
C -6.61152 0.48966 -0.96146 0.017
C -4.46664 1.64635 -1.14159 -0.012
C -4.58486 -2.78884 -3.58048 -0.016
H -7.21131 -2.37945 -1.55730 0.001
H -7.17958 -1.30402 -2.97006 -0.008
H -6.97397 -3.02350 -3.16496 0.001
H -3.58851 -2.84126 -1.10704 0.001
H -5.09395 -3.73738 -1.01719 -0.001
H -6.10740 -2.03153 0.40832 0.001
H -4.54553 -2.47113 1.06620 0.002
H -4.90966 -0.00385 1.05432 0.001
H -3.47840 -0.50010 0.17292 0.004
H -7.02729 0.93742 -1.87265 -0.008
H -6.80115 1.19573 -0.14222 0.000
H -7.19664 -0.39845 -0.72094 0.001
H -3.37108 1.63001 -1.12742 0.002
H -4.77460 2.22996 -0.26288 0.001
H -4.79027 2.20312 -2.03023 -0.001
H -4.89075 -2.32782 -4.52776 0.001
H -4.93661 -3.82953 -3.58969 -0.001
H -3.49027 -2.84224 -3.56418 0.002
C -1.45917 -2.13602 -7.67819 0.013
C -0.88053 -3.41070 -7.00240 0.020
C 0.35916 -3.92121 -7.78941 0.022
C 0.01204 -4.60922 -9.10597 -0.019
C -1.02965 -5.70399 -8.89252 0.019
C -2.29103 -5.20691 -8.14033 0.022
N -1.96059 -4.44855 -6.88863 0.262
O -1.55774 -5.38596 -5.91943 0.654
C -3.13431 -4.31528 -9.09138 0.013
C -3.22254 -6.43025 -7.87072 -0.009
C -0.37592 -2.90631 -5.60982 -0.010
H -1.19616 -2.06485 -8.73684 0.001
H -2.54968 -2.08571 -7.58751 -0.005
H -1.08715 -1.21530 -7.21301 0.002
H 0.92403 -4.63335 -7.17212 0.004
H 1.04426 -3.08766 -7.99300 0.002
H -0.35218 -3.87679 -9.83591 0.001
H 0.91670 -5.04626 -9.53968 0.002
H -1.30881 -6.12340 -9.86694 0.002
H -0.56018 -6.52507 -8.33401 0.004
H -3.99263 -3.87751 -8.56674 -0.004
H -3.53575 -4.90454 -9.92641 0.000
H -2.56819 -3.50562 -9.55281 0.001
H -2.72492 -7.22341 -7.30153 0.001
H -3.55368 -6.89148 -8.81158 0.000
H -4.12420 -6.12834 -7.32274 0.001
H -1.20923 -2.54057 -4.99721 0.001
H 0.33700 -2.07880 -5.72738 0.000
H 0.15296 -3.67943 -5.04077 0.001
C 8.87827 0.75386 4.55418 0.014
C 8.00052 1.91492 5.09991 0.019
C 8.52134 2.37527 6.49047 0.019
C 8.18987 1.40843 7.62296 -0.016
C 6.69964 1.07971 7.64237 0.017
C 6.16688 0.58388 6.27332 0.029
N 6.56348 1.47880 5.13627 0.289
O 5.76362 2.63442 5.20803 0.641
C 6.68329 -0.85760 6.01626 0.012
C 4.62024 0.40053 6.37938 -0.013
C 8.25275 3.08665 4.09406 -0.007
H 9.39649 0.20934 5.34786 0.001
H 8.29020 0.03822 3.96936 -0.009
H 9.66054 1.11053 3.87347 0.001
H 8.09186 3.35464 6.74277 0.001
H 9.60888 2.52217 6.45449 0.001
H 8.77940 0.48920 7.52599 0.000
H 8.47743 1.85417 8.58010 0.002
H 6.51204 0.32734 8.41831 0.000
H 6.15046 1.97832 7.95444 0.003
H 6.39446 -1.20985 5.01820 -0.006
H 6.25419 -1.56189 6.74118 0.000
H 7.76422 -0.96196 6.11456 0.001
H 4.10510 1.31949 6.68078 0.000
H 4.36138 -0.35584 7.13336 0.000
H 4.19471 0.06563 5.42482 0.001
H 7.89514 2.82811 3.08971 -0.001
H 9.32505 3.31236 4.01603 0.000
H 7.77046 4.02271 4.39808 0.001
```

## Properties
HOMO-LUMO gap (spin up / spin down), eV: 7.594 / 8.165
LUMO level (spin up / spin down), eV: -1.5 / -1.5
2S+1: 4
Highest occupied orbital energy (spin up / spin down), eV: -9.1 / -9.6

***

This record from the OMol25 dataset describes 2 unconnected molecules or ions with the total composition C7H12ClN5O2. The level of theory is ωB97M-V with the def2-TZVPD basis set.

Geometry as XYZ:
```
27
Properties=species:S:1:pos:R:3:nbo_charge:R:1
N 0.99863 -3.07777 1.73288 -0.420
C 0.66183 -1.97771 1.65049 0.537
O 0.29333 -0.75289 1.57631 -0.491
C 0.44520 -0.09834 0.26399 0.444
C -0.79458 0.58870 -0.21822 -0.526
C -2.07679 -0.24278 -0.23594 -0.518
C -3.30602 0.64535 -0.06715 0.692
N -4.26181 0.23775 0.89869 -0.868
O -3.45456 1.65171 -0.70127 -0.524
C 1.19417 -0.92550 -0.76450 -0.349
N 2.62018 -0.71200 -0.43467 -0.562
C 2.67888 0.51074 0.13216 0.703
N 3.79001 1.23303 0.24968 -0.759
N 1.46560 0.97892 0.53976 -0.576
H -0.46482 0.84688 -1.24354 0.324
H -0.96185 1.50969 0.34908 0.221
H -2.14861 -0.72387 -1.21695 0.272
H -2.07361 -0.99400 0.55704 0.199
H -3.86779 -0.38116 1.59357 0.365
H -5.09203 -0.17582 0.49464 0.395
H 0.96892 -0.45905 -1.74296 0.320
H 0.95769 -1.98113 -0.87407 0.257
H 3.08210 -1.47669 0.04960 0.432
H 3.73122 2.23726 0.19938 0.427
H 4.68484 0.82952 0.46895 0.429
H 1.19180 1.83247 0.04953 0.435
Cl -0.26190 0.87667 -3.30646 -0.860
```

## Properties
HOMO-LUMO gap, eV: 6.591
LUMO level, eV: -1.1
Relative energy (zero: lowest compared OMol25 entry of this formula, charge and spin), eV: 0.0000
Highest occupied orbital energy, eV: -7.7

***

This record from the OMol25 dataset describes 6 unconnected molecules or ions with the total composition C6H23NO6. The level of theory is ωB97M-V with the def2-TZVPD basis set.

Geometry as XYZ:
```
36
Properties=species:S:1:pos:R:3:nbo_charge:R:1
O 0.77405 -2.28011 -1.31954 -0.425
C 0.81208 -1.10917 -1.77276 0.638
N 0.36312 -0.09670 -0.90516 -0.284
C 0.52396 1.32422 -1.25526 -0.274
C 1.95142 1.84690 -0.94201 -0.372
C 2.38109 1.67239 0.51639 -0.429
C 1.50786 2.50931 1.47730 -0.618
C 1.20984 -0.81728 -3.13886 -0.764
H 0.26527 -0.29602 0.13796 0.485
H -0.15421 1.91642 -0.64011 0.271
H 0.29658 1.48127 -2.25346 0.241
H 1.96486 2.95371 -1.26277 0.260
H 2.68102 1.30003 -1.61129 0.220
H 3.46549 1.95740 0.62908 0.247
H 2.30409 0.58826 0.84696 0.216
H 1.48511 3.57809 1.10984 0.213
H 1.89411 2.44850 2.48233 0.243
H 0.47356 2.08336 1.55324 0.205
H 1.53390 -1.73536 -3.65746 0.294
H 2.06818 -0.09778 -3.23744 0.275
H 0.37756 -0.35679 -3.77462 0.282
H -3.21416 0.61065 0.07091 0.494
H -4.40377 1.11482 0.85194 0.479
O -3.49494 1.23634 0.84024 -0.979
H -2.64562 0.56435 2.18878 0.502
H -2.04615 0.92151 3.52563 0.476
O -2.17586 0.22663 2.96628 -0.968
H -0.70583 -0.36122 2.28803 0.520
H 0.25490 -1.51427 1.86617 0.516
O 0.13525 -0.55216 1.82684 -1.013
H -1.66800 -0.39868 -1.02114 0.463
H -2.79899 -1.43319 -0.69264 0.497
O -2.69198 -0.54862 -0.98417 -0.909
H 0.06758 -3.92728 1.08418 0.487
H 0.72360 -2.82327 0.27522 0.481
O 0.56867 -3.13907 1.20384 -0.968
```

## Properties
HOMO-LUMO gap (spin up / spin down), eV: 10.361 / 5.445
Net charge: +1
LUMO level (spin up / spin down), eV: -4.0 / -8.9
2S+1: 2
Relative energy (zero: lowest compared OMol25 entry of this formula, charge and spin), eV: 0.6046
Highest occupied orbital energy (spin up / spin down), eV: -14.3 / -14.3

***

F_max? In order: 0.1921; 0.0364; 0.0760 Eh/bohr.
Total energy? In order: -2532.24819; -1158.32752; -748.29156 Eh.